No. 1
DFT (the ωB97M-V functional and the def2-TZVPD basis) results for a 26-piece molecular cluster, C20H66Br2F2O27 overall at a distorted geometry.

CARTESIAN COORDINATES (ANGSTROEM)
C -2.07 -0.11 6.26
C -2.87 0.27 4.92
F -2.16 1.39 4.38
C -2.61 -0.93 3.92
C -3.45 -0.91 2.59
C -4.95 -0.77 2.61
C -5.78 -0.79 1.38
F -7.19 -0.69 1.46
C -5.09 -0.95 0.06
C -3.63 -1.08 -0.03
C -2.81 -1.06 1.23
C -1.25 -1.20 0.99
O -0.51 -1.90 1.67
C -0.67 -0.41 -0.26
C 0.61 0.30 -0.19
C 1.07 1.01 -1.45
C 2.45 1.80 -1.32
Br 3.33 2.16 -3.05
C 2.05 3.20 -0.61
C 3.18 3.76 0.34
Br 1.39 4.56 -1.93
C 0.27 0.93 -2.69
C -1.04 0.20 -2.75
C -1.51 -0.46 -1.51
C -2.88 -1.23 -1.42
O -3.33 -1.89 -2.34
H -1.51 -1.08 6.08
H -1.30 0.65 6.54
H -2.82 -0.32 7.08
H -3.95 0.50 5.12
H -1.49 -0.94 3.72
H -2.83 -1.92 4.42
H -5.49 -0.68 3.60
H -5.72 -0.96 -0.88
H 1.21 0.36 0.75
H 3.12 1.25 -0.60
H 1.15 2.94 0.02
H 4.09 3.10 0.42
H 2.74 3.88 1.37
H 3.46 4.80 0.01
H 0.69 1.45 -3.60
H -1.64 0.14 -3.69
O 2.82 -1.11 -2.97
H 2.85 -0.56 -3.77
H 1.93 -0.98 -2.63
O 0.49 -0.66 4.38
H 1.32 -1.03 4.05
H 0.64 0.30 4.35
O 2.94 -1.31 1.33
H 2.05 -1.57 1.62
H 3.04 -1.73 0.47
O 6.20 3.07 -1.15
H 5.50 2.68 -1.69
H 6.64 2.30 -0.75
O -5.70 -3.04 -3.74
H -5.08 -2.61 -3.14
H -5.34 -2.86 -4.62
O -7.59 -2.00 -1.89
H -8.48 -2.29 -1.64
H -7.45 -2.40 -2.76
O -0.25 -4.63 0.44
H 0.66 -4.58 0.11
H -0.43 -3.72 0.74
O 3.45 -2.08 -5.46
H 4.01 -2.81 -5.75
H 3.55 -2.07 -4.49
O 4.66 3.04 2.68
H 4.45 2.24 3.18
H 5.57 2.90 2.38
O -0.05 -2.15 -3.87
H -0.94 -2.42 -3.58
H 0.05 -2.58 -4.73
O 2.31 -5.43 -1.27
H 1.62 -5.82 -1.82
H 2.76 -6.20 -0.89
O -8.57 -5.09 -0.74
H -8.33 -4.64 0.08
H -7.81 -4.97 -1.31
O 4.41 0.39 -6.85
H 4.20 -0.41 -6.35
H 5.32 0.25 -7.15
O -1.51 4.52 5.56
H -2.39 4.24 5.84
H -1.40 4.10 4.70
O 6.84 2.83 4.55
H 6.59 3.75 4.38
H 6.92 2.79 5.51
O 4.04 3.19 5.54
H 4.08 3.73 4.74
H 3.15 3.33 5.88
O 3.59 5.39 7.27
H 4.15 4.66 6.98
H 3.69 5.41 8.23
O 0.97 5.29 1.78
H 0.80 5.61 0.89
H 1.68 5.85 2.10
O 4.96 -3.48 0.89
H 4.57 -2.64 1.19
H 5.46 -3.78 1.66
O -2.82 4.41 2.19
H -3.00 3.59 2.68
H -1.91 4.29 1.88
O 3.57 -3.65 -7.79
H 3.61 -3.10 -8.58
H 2.68 -3.51 -7.44
O -7.41 2.09 0.05
H -7.60 1.26 0.51
H -6.50 1.99 -0.24
O -1.55 2.92 -0.60
H -2.42 2.64 -0.31
H -1.43 2.49 -1.46
O 4.90 -1.54 -9.97
H 5.70 -1.95 -10.30
H 5.07 -0.60 -10.05
O -4.96 -6.14 -4.25
H -5.35 -5.31 -3.94
H -4.45 -6.45 -3.50

Summary:
Charge: 0
HOMO level in eV: -9.97
Kohn-Sham gap in eV: 8.222
Energy relative to the best compared isomer or geometry (same formula, charge and spin) in eV: 5.238
LUMO in Eh: -0.0641

No. 2
DFT (the ωB97M-V functional and the def2-TZVPD basis) results for a 13-piece molecular cluster, C20H66O13 overall at a distorted geometry.

CARTESIAN COORDINATES (ANGSTROEM)
C -0.09 -0.21 1.01
O -0.95 0.89 0.90
H 0.89 0.07 0.60
H 0.18 -0.45 2.04
H -0.45 -1.13 0.57
H -0.41 1.68 0.82
C 3.33 -1.80 2.16
O 3.11 -0.65 2.96
H 2.51 -1.88 1.45
H 4.32 -1.78 1.72
H 3.43 -2.59 2.91
H 3.62 0.06 2.58
C 4.32 1.57 -0.48
C 5.21 1.77 0.73
C 4.68 2.77 1.78
O 5.42 0.54 1.34
H 3.83 2.51 -0.72
H 3.49 0.90 -0.29
H 4.85 1.15 -1.34
H 6.17 2.14 0.37
H 4.47 3.78 1.43
H 5.47 2.87 2.53
H 3.77 2.34 2.18
H 5.49 -0.10 0.63
C -3.78 1.49 3.45
C -2.86 0.32 3.89
C -2.76 0.27 5.44
O -3.39 -0.94 3.52
H -3.81 1.45 2.36
H -3.55 2.47 3.85
H -4.80 1.30 3.79
H -1.84 0.46 3.54
H -3.73 0.32 5.94
H -2.24 1.12 5.87
H -2.28 -0.65 5.75
H -4.24 -1.14 3.91
C -0.79 -5.67 -1.62
C -0.36 -5.41 -0.19
C -0.79 -4.16 0.40
O -0.88 -6.44 0.63
H -0.85 -4.83 -2.31
H -1.84 -5.96 -1.66
H -0.13 -6.39 -2.12
H 0.73 -5.48 -0.25
H -1.86 -4.01 0.24
H -0.34 -3.31 -0.10
H -0.60 -4.01 1.46
H -1.84 -6.42 0.63
C -1.71 3.04 -2.03
C -0.46 3.39 -2.86
C -0.78 4.00 -4.18
O 0.38 4.29 -2.18
H -2.19 3.97 -1.74
H -1.42 2.57 -1.09
H -2.42 2.39 -2.53
H 0.10 2.46 -2.97
H -1.25 4.98 -4.28
H -1.55 3.35 -4.61
H 0.08 3.97 -4.84
H -0.02 5.16 -2.24
C 2.33 1.34 -4.70
C 2.72 0.29 -3.68
C 1.70 0.09 -2.53
O 2.82 -0.95 -4.28
H 2.03 2.25 -4.19
H 1.42 1.06 -5.24
H 3.15 1.68 -5.34
H 3.66 0.65 -3.25
H 1.65 0.96 -1.88
H 1.88 -0.68 -1.77
H 0.72 -0.10 -2.96
H 3.47 -0.90 -4.98
C -1.81 -0.79 -2.49
C -3.26 -1.18 -2.74
C -3.46 -2.66 -2.69
O -4.13 -0.58 -1.79
H -1.34 -1.31 -1.66
H -1.57 0.27 -2.38
H -1.26 -1.08 -3.39
H -3.52 -0.75 -3.71
H -2.93 -3.18 -3.49
H -4.46 -3.09 -2.72
H -3.08 -3.02 -1.73
H -3.75 -0.67 -0.92
O 1.55 -1.78 4.94
H 0.77 -1.97 4.43
H 2.14 -1.34 4.31
O 0.64 3.20 0.53
H 0.59 3.56 -0.35
H 1.15 3.84 1.03
O -3.33 -0.42 0.87
H -3.27 -0.62 1.80
H -2.55 0.10 0.68
O -1.58 4.35 1.96
H -0.97 3.80 1.46
H -1.05 4.70 2.68
O -0.87 -2.33 3.84
H -1.67 -1.88 3.59
H -1.14 -3.24 3.99

Summary:
Charge: 0
HOMO level in eV: -9.48
Kohn-Sham gap in eV: 9.538
Energy relative to the best compared isomer or geometry (same formula, charge and spin) in eV: 0.000
LUMO in Eh: 0.0020

No. 3
DFT (the ωB97M-V functional and the def2-TZVPD basis) results for a 13-piece molecular cluster, C20H69B2IN27O14 overall at a distorted geometry.

CARTESIAN COORDINATES (ANGSTROEM)
C -0.52 -3.83 0.96
B -0.15 -2.68 1.95
O 0.65 -2.99 3.03
C -0.64 -1.17 1.79
N -2.03 -1.13 2.36
C -3.02 -0.63 1.42
C -4.40 -0.48 2.10
C -5.46 -1.34 1.43
C -6.54 -1.86 2.42
I -6.41 -0.26 -0.18
C -2.59 0.76 0.93
N -1.21 0.72 0.30
C -0.59 -0.66 0.36
B 0.89 -0.55 -0.21
N 1.81 -1.64 -0.25
O 1.28 0.69 -0.73
H 0.31 -4.53 0.95
H -0.67 -3.52 -0.08
H -1.41 -4.39 1.26
H 0.24 -2.78 3.88
H -0.01 -0.53 2.41
H -2.04 -0.57 3.20
H -3.16 -1.30 0.58
H -4.70 0.57 2.10
H -4.32 -0.77 3.15
H -4.99 -2.21 0.99
H -6.20 -1.69 3.44
H -7.45 -1.30 2.25
H -6.71 -2.91 2.21
H -3.30 1.23 0.26
H -2.53 1.41 1.80
H -0.61 1.39 0.77
H -1.28 0.96 -0.69
H -1.13 -1.34 -0.30
H 2.73 -1.25 -0.46
H 1.60 -2.35 -0.95
H 1.21 0.59 -1.69
C 1.76 4.44 -0.62
O 0.61 4.20 -0.98
N 2.68 3.47 -0.40
N 2.22 5.71 -0.43
H 3.63 3.65 -0.11
H 2.39 2.52 -0.56
H 1.58 6.47 -0.58
H 3.16 5.92 -0.14
C -5.26 0.48 5.90
O -5.81 -0.50 5.44
N -5.95 1.56 6.36
N -3.89 0.58 5.99
H -5.52 2.38 6.75
H -6.95 1.52 6.31
H -3.36 -0.21 5.68
H -3.41 1.37 6.37
C 1.53 8.72 1.87
O 1.41 8.94 0.67
N 1.71 9.71 2.79
N 1.50 7.44 2.35
H 1.81 9.54 3.77
H 1.73 10.65 2.45
H 1.36 6.72 1.67
H 1.60 7.19 3.32
C 5.41 2.71 2.48
O 5.26 3.06 1.32
N 5.57 3.61 3.50
N 5.45 1.40 2.84
H 5.71 3.34 4.46
H 5.56 4.58 3.26
H 5.35 0.72 2.11
H 5.59 1.08 3.79
C 0.53 -4.59 -2.91
O 0.76 -3.81 -1.98
N 1.09 -4.41 -4.14
N -0.26 -5.67 -2.77
H 0.92 -5.03 -4.92
H 1.69 -3.62 -4.27
H -0.67 -5.83 -1.86
H -0.44 -6.33 -3.50
C 1.65 -7.67 -0.58
O 0.52 -7.87 -1.03
N 2.40 -8.68 -0.08
N 2.21 -6.43 -0.55
H 3.32 -8.55 0.30
H 2.01 -9.60 -0.08
H 1.68 -5.65 -0.90
H 3.13 -6.25 -0.18
C -1.16 -9.85 2.02
O -0.36 -9.22 2.69
N -1.39 -9.56 0.70
N -1.88 -10.90 2.53
H -2.04 -10.07 0.13
H -0.88 -8.80 0.29
H -1.73 -11.13 3.49
H -2.55 -11.43 1.99
C 1.79 8.77 -3.69
O 1.71 9.10 -4.86
N 1.89 9.67 -2.67
N 1.79 7.45 -3.30
H 1.94 9.42 -1.69
H 1.90 10.64 -2.92
H 1.70 6.76 -4.02
H 1.88 7.16 -2.35
C 3.15 2.02 -4.16
O 3.67 1.28 -3.34
N 2.45 3.14 -3.83
N 3.24 1.82 -5.51
H 2.04 3.75 -4.52
H 2.35 3.36 -2.86
H 3.78 1.04 -5.84
H 2.81 2.44 -6.17
C -1.66 0.21 -4.15
O -2.28 -0.77 -4.51
N -2.27 1.36 -3.73
N -0.29 0.24 -4.14
H -1.78 2.19 -3.45
H -3.28 1.37 -3.74
H 0.20 -0.58 -4.44
H 0.24 1.05 -3.85
C 3.87 5.47 -5.98
O 2.78 5.02 -6.31
N 4.98 4.67 -5.92
N 4.04 6.77 -5.63
H 5.89 4.96 -5.63
H 4.82 3.71 -6.18
H 3.23 7.37 -5.66
H 4.93 7.16 -5.35
C -4.18 -6.36 3.01
O -4.83 -7.28 2.56
N -4.76 -5.22 3.51
N -2.81 -6.38 3.05
H -4.24 -4.45 3.89
H -5.76 -5.17 3.50
H -2.34 -7.20 2.69
H -2.25 -5.63 3.42

Summary:
Charge: +1
HOMO level in eV: -11.02
Kohn-Sham gap in eV: 8.613
LUMO in Eh: -0.0885

- Which value of LUMO does entry 1 give?
  -0.0641 Eh

- Among the records above, which one has the highest Kohn-Sham gap?
  C20H66O13